Molecular formula: C25H27Cl3KNO6P
Method: DFT, ωB97M-V with the def2-TZVPD basis set

Properties
E_LUMO: 2.4 eV
charge: -1
total energy: -103324.2822 eV
highest occupied orbital energy: -4.75 eV

Each line ends with the natural charge from an NBO analysis.
Cartesian coordinates (Å):
K: -0.24 -1.27 0.00  0.89
Cl: -5.30 -0.07 5.74  -0.05
C: -4.20 0.06 4.39  -0.09
C: -3.20 -0.89 4.21  -0.28
C: -2.34 -0.77 3.14  -0.06
Cl: -1.12 -2.00 2.92  -0.04
C: -2.39 0.27 2.17  0.31
O: -1.60 0.35 1.19  -0.80
C: -3.45 1.20 2.43  -0.12
Cl: -3.63 2.52 1.30  -0.03
C: -4.32 1.11 3.49  -0.25
H: -3.10 -1.72 4.90  0.23
H: -5.10 1.85 3.62  0.23
O: -0.22 1.68 -2.67  -0.75
C: -1.60 1.55 -2.37  -0.06
C: -2.37 0.80 -3.45  -0.42
C: -2.36 -0.74 -3.32  -0.45
C: -3.35 -1.20 -2.28  0.24
C: -4.71 -1.18 -2.55  -0.27
C: -5.61 -1.50 -1.55  -0.17
C: -5.13 -1.83 -0.30  -0.27
C: -3.76 -1.85 -0.12  0.06
N: -2.89 -1.55 -1.08  -0.46
H: 0.24 0.81 -2.63  0.49
H: -1.98 2.57 -2.30  0.17
H: -1.77 1.09 -1.38  0.19
H: -1.93 1.09 -4.41  0.21
H: -3.41 1.14 -3.46  0.19
H: -1.36 -1.10 -3.07  0.26
H: -2.64 -1.17 -4.28  0.21
H: -5.06 -0.89 -3.54  0.21
H: -6.68 -1.48 -1.75  0.21
H: -5.79 -2.08 0.52  0.22
H: -3.34 -2.12 0.85  0.20
O: 1.62 -2.92 -0.76  -0.76
C: 1.87 -1.95 -1.51  0.74
O: 1.03 -1.38 -2.27  -0.82
C: 3.26 -1.34 -1.43  -0.14
C: 3.56 -0.18 -2.13  -0.19
C: 4.82 0.43 -2.03  -0.28
C: 5.73 -0.18 -1.20  0.21
O: 7.03 0.20 -0.93  -0.49
C: 7.44 -0.63 0.15  0.24
O: 6.53 -1.72 0.23  -0.50
C: 5.43 -1.33 -0.50  0.26
C: 4.20 -1.94 -0.59  -0.24
H: 2.80 0.25 -2.76  0.24
H: 5.06 1.33 -2.57  0.22
H: 7.40 -0.05 1.08  0.14
H: 8.44 -1.00 -0.04  0.16
H: 3.94 -2.83 -0.04  0.25
C: 3.53 1.24 1.68  -0.95
P: 1.73 0.92 1.55  0.81
C: 1.12 1.57 3.15  -0.94
C: 1.22 2.28 0.44  -0.95
H: 3.76 2.28 1.94  0.20
H: 4.00 1.00 0.72  0.24
H: 3.97 0.58 2.44  0.22
H: 1.52 2.56 3.39  0.20
H: 1.37 0.87 3.95  0.23
H: 0.03 1.63 3.08  0.25
H: 1.59 3.26 0.77  0.20
H: 0.13 2.30 0.41  0.26
H: 1.57 2.08 -0.57  0.24